[1]
This record from the Open Molecules 2025 dataset describes C42H33N8O4SSn as an isolated structure. The level of theory is wB97M-V/def2-TZVPD.

Calculated values
ΔE to the lowest compared entry with this formula, charge and spin = 0.000 eV
total charge = -1
orbital gap = 6.16 eV
spin multiplicity = 1

```
89
Properties=species:S:1:pos:R:3:forces:R:3
Sn -0.5050 0.3777 -0.8070 -0.124 -0.197 -0.386
C -3.6559 2.6446 -3.0045 -0.016 -0.014 -0.022
C -3.5754 2.1533 -4.2974 0.018 -0.006 0.016
C -2.6499 1.1671 -4.5944 -0.025 0.027 0.024
C -1.7981 0.6591 -3.6118 0.106 0.000 -0.043
C -1.8892 1.1329 -2.2931 -0.046 0.055 -0.033
C -2.8219 2.1293 -2.0225 -0.016 -0.007 0.146
C -0.7659 -0.3586 -3.9689 -0.023 -0.038 -0.009
C -0.5595 -0.8053 -5.3034 -0.001 0.007 0.036
C 0.3998 -1.7360 -5.5551 0.007 0.007 0.002
C 1.1930 -2.2407 -4.5001 -0.005 0.006 -0.017
C 2.2246 -3.1892 -4.6905 0.025 -0.010 0.011
C 2.9780 -3.6049 -3.6305 -0.009 0.010 -0.015
C 2.7335 -3.0891 -2.3383 0.004 0.017 0.004
C 1.7370 -2.1811 -2.1259 -0.043 -0.086 -0.002
C 0.9381 -1.7403 -3.2075 0.100 0.058 0.024
N -0.0372 -0.8209 -2.9848 -0.138 0.064 0.038
H -4.3662 3.4242 -2.7573 0.001 0.003 0.001
H -4.2250 2.5372 -5.0739 0.000 -0.005 -0.003
H -2.6019 0.7987 -5.6092 0.003 -0.007 -0.009
H -2.9025 2.5295 -1.0198 0.014 -0.002 -0.003
H -1.1504 -0.4091 -6.1139 -0.005 -0.005 -0.012
H 0.5763 -2.0897 -6.5646 -0.010 0.002 -0.003
H 2.4126 -3.5653 -5.6894 -0.004 -0.004 0.001
H 3.7735 -4.3243 -3.7768 0.006 0.007 -0.004
H 3.3553 -3.4024 -1.5099 0.002 0.009 0.001
H 1.5628 -1.7755 -1.1397 -0.032 -0.060 -0.041
O -1.0019 -1.6045 -0.6258 0.153 -0.047 0.277
C -2.0562 -2.3227 -0.3222 0.050 0.049 -0.087
C -2.0140 -3.6873 -0.6734 -0.092 -0.015 0.014
C -3.0522 -4.5388 -0.3764 0.049 0.004 -0.030
C -4.1812 -4.0640 0.2904 -0.029 0.010 0.038
C -4.2338 -2.7339 0.6442 -0.028 0.001 -0.057
C -3.1971 -1.8379 0.3483 -0.010 0.017 0.003
C -3.2821 -0.4514 0.8102 -0.005 -0.087 0.018
N -2.3811 0.5133 0.6931 -0.085 0.049 -0.113
C -2.8526 1.5985 1.4033 0.015 0.001 0.021
C -4.0605 1.2967 1.9349 0.011 0.014 0.007
N -4.3248 0.0044 1.5484 0.062 0.016 -0.009
H -1.1259 -4.0312 -1.1880 0.006 -0.002 0.002
H -2.9865 -5.5820 -0.6601 -0.006 0.000 0.003
H -4.9981 -4.7271 0.5398 -0.005 0.005 -0.010
H -5.1130 -2.3900 1.1756 -0.013 -0.001 -0.016
H -2.2807 2.5047 1.4739 0.006 0.030 -0.023
H -4.7364 1.8667 2.5457 0.001 -0.001 0.000
H -5.1446 -0.5220 1.7839 0.016 -0.015 0.046
C 0.6296 4.1626 -2.9203 -0.016 -0.010 0.003
C 1.1170 4.3195 -1.4798 0.008 -0.112 0.013
C 0.1403 3.8006 -0.5263 -0.040 -0.014 0.078
N -0.6290 3.3924 0.2245 0.016 0.167 -0.133
H 1.3681 4.5810 -3.6038 0.003 -0.011 0.000
H -0.3209 4.6739 -3.0784 0.011 0.003 0.008
H 0.5048 3.1013 -3.1310 -0.006 -0.004 -0.016
H 1.3303 5.3597 -1.2270 -0.038 -0.004 0.016
H 2.0178 3.7247 -1.3221 0.047 0.026 -0.035
O 2.1996 3.4913 7.3124 0.002 -0.009 0.013
S 1.8055 2.6290 8.4078 0.006 0.010 -0.014
O 0.4924 2.9093 8.9672 0.007 -0.011 -0.007
O 2.8431 2.3551 9.3805 -0.002 0.014 -0.014
C 1.5075 1.0100 7.6186 -0.017 0.007 0.029
N 1.5036 -0.0639 8.4132 -0.026 -0.019 0.016
C 1.2204 -1.2207 7.8391 -0.005 -0.004 -0.019
C 0.9404 -1.3472 6.4863 0.025 0.029 0.026
C 0.9745 -0.1738 5.7487 -0.031 -0.010 -0.014
N 1.2560 0.9950 6.3146 0.010 0.009 -0.001
C 0.7031 -0.1306 4.2843 0.017 -0.005 -0.041
C 0.1618 -1.2084 3.5893 -0.035 0.014 0.025
C -0.0835 -1.0924 2.2361 0.040 0.021 -0.029
N 0.1918 0.0150 1.5439 0.103 -0.034 0.180
C 0.7274 1.0464 2.2037 -0.081 0.086 -0.058
C 0.9878 1.0232 3.5608 0.008 -0.042 0.032
H 1.2157 -2.0936 8.4855 0.008 -0.001 0.003
H 0.7237 -2.3122 6.0521 0.014 -0.003 -0.012
H -0.0967 -2.1321 4.0871 0.014 -0.008 0.008
H -0.5138 -1.9138 1.6813 -0.015 -0.009 -0.050
H 0.9338 1.9287 1.6104 0.057 -0.031 -0.041
H 1.4030 1.8824 4.0697 -0.011 0.005 0.004
N 1.1649 1.2585 -1.3491 0.053 -0.050 0.374
C 2.4321 0.7546 -1.2702 -0.028 0.120 -0.198
C 3.0583 0.1160 -0.1737 -0.030 -0.051 0.001
C 4.3724 -0.3204 -0.2322 -0.003 0.025 -0.045
C 5.1472 -0.1370 -1.3710 0.032 -0.059 0.032
C 4.5637 0.4954 -2.4643 -0.049 -0.028 -0.016
C 3.2484 0.9167 -2.4223 0.069 0.117 0.032
H 2.4921 -0.0567 0.7290 0.001 0.013 0.046
H 4.8005 -0.8067 0.6376 0.001 -0.001 0.007
H 6.1741 -0.4773 -1.4060 0.000 0.009 0.005
H 5.1385 0.6448 -3.3723 0.001 0.002 0.000
H 2.7954 1.3868 -3.2891 -0.009 -0.009 0.007
```
Forces are in eV/Å.


[2]
This record from the Open Molecules 2025 dataset describes C42H34As2BrN2OPd as an isolated structure. The level of theory is wB97M-V/def2-TZVPD.

Calculated values
ΔE to the lowest compared entry with this formula, charge and spin = 0.000 eV
total charge = +1
orbital gap (alpha / beta) = 6.81 / 5.89 eV
spin multiplicity = 3

```
83
Properties=species:S:1:pos:R:3:forces:R:3
Pd 0.1019 -0.3732 0.3080 -0.052 0.027 0.020
Br 0.5957 2.0262 7.4428 -0.002 -0.012 -0.017
C 0.5124 1.0673 5.8150 -0.009 0.034 0.010
C 1.1348 -0.1875 5.7140 0.013 -0.047 -0.015
C 1.0898 -0.8860 4.5400 0.003 -0.009 0.050
C 0.4331 -0.3876 3.3824 0.012 0.023 -0.015
O 0.4748 -1.1088 2.3112 -0.014 0.013 -0.011
C -0.2075 0.8851 3.5040 0.022 -0.018 0.017
C -0.9227 1.5618 2.4691 -0.035 0.030 0.010
N -1.0827 1.1859 1.2423 0.091 -0.082 -0.066
C -1.8318 1.9664 0.3388 -0.031 0.031 0.043
C -2.8589 2.8007 0.6965 -0.009 0.011 0.016
C -3.5350 3.5767 -0.2669 -0.011 0.014 -0.008
C -3.1881 3.5133 -1.5840 0.002 0.006 0.001
C -2.1605 2.6333 -1.9987 0.016 -0.027 0.038
C -1.7564 2.5083 -3.3467 0.020 -0.014 -0.014
C -0.7668 1.6292 -3.6800 -0.027 0.034 -0.044
C -0.1931 0.8423 -2.6676 0.000 -0.002 0.035
N -0.5466 0.9300 -1.4072 0.017 -0.048 0.014
C -1.5009 1.8349 -1.0415 -0.022 0.033 -0.049
C -0.1443 1.5811 4.7388 -0.012 0.029 -0.001
H 1.6533 -0.5960 6.5717 0.001 -0.002 -0.008
H 1.5760 -1.8491 4.4519 -0.003 0.004 0.004
H -1.3530 2.5195 2.7718 0.001 -0.003 -0.004
H -3.1740 2.8602 1.7299 0.003 0.000 -0.005
H -4.3364 4.2280 0.0542 0.002 -0.002 -0.003
H -3.6962 4.1174 -2.3245 0.002 -0.005 0.001
H -2.2382 3.1188 -4.1006 0.002 -0.003 0.001
H -0.4242 1.5163 -4.6989 -0.007 0.006 0.002
H 0.5747 0.1162 -2.9075 -0.002 0.000 0.004
H -0.6320 2.5453 4.8173 0.003 -0.002 0.001
C 1.6033 -3.4803 0.4966 -0.053 -0.024 0.059
C 2.7980 -2.7544 -0.1033 0.002 0.048 -0.035
As 2.4971 -0.8129 -0.1922 0.021 -0.061 -0.014
C 3.3131 -0.3365 -1.8759 -0.020 0.047 -0.006
C 4.1671 0.7567 -1.9684 0.003 0.002 0.016
C 4.6863 1.1276 -3.2018 -0.012 -0.007 0.003
C 4.3485 0.4150 -4.3431 -0.003 0.010 0.003
C 3.4877 -0.6716 -4.2545 0.004 0.004 -0.006
C 2.9664 -1.0458 -3.0253 0.005 -0.027 0.006
C 3.6225 -0.0467 1.1649 0.032 0.015 -0.002
C 4.9228 -0.4982 1.3737 0.008 0.005 0.009
C 5.6910 0.0595 2.3844 -0.016 0.003 0.002
C 5.1632 1.0654 3.1854 0.012 -0.006 -0.009
C 3.8712 1.5220 2.9726 -0.009 -0.004 -0.007
C 3.1012 0.9671 1.9598 0.013 0.003 0.009
As -0.0697 -2.7846 -0.2250 0.064 0.049 -0.038
C -1.4455 -3.8587 0.5768 -0.004 0.011 0.042
C -1.7480 -3.6307 1.9181 -0.010 -0.011 -0.021
C -2.7257 -4.3954 2.5349 -0.012 -0.021 -0.011
C -3.4052 -5.3702 1.8149 0.006 0.011 0.004
C -3.1094 -5.5844 0.4765 0.007 0.008 0.002
C -2.1271 -4.8282 -0.1485 -0.010 -0.019 -0.012
C -0.0193 -3.2640 -2.0902 -0.052 -0.010 -0.016
C 0.8054 -4.2729 -2.5784 0.008 -0.019 0.007
C 0.8562 -4.5314 -3.9418 -0.012 0.015 -0.002
C 0.0780 -3.7881 -4.8192 0.005 -0.004 0.016
C -0.7592 -2.7916 -4.3342 -0.008 -0.010 -0.018
C -0.8061 -2.5282 -2.9732 0.014 -0.005 -0.001
H 1.5237 -3.2897 1.5677 0.006 -0.019 -0.003
H 1.6576 -4.5581 0.3401 0.000 -0.008 0.014
H 2.9944 -3.0797 -1.1253 0.007 -0.008 0.005
H 3.7005 -2.9276 0.4819 0.013 -0.007 0.004
H 4.4361 1.3144 -1.0796 0.008 0.004 0.005
H 5.3579 1.9732 -3.2686 -0.001 0.000 0.000
H 4.7570 0.7049 -5.3022 0.000 -0.003 0.002
H 3.2232 -1.2311 -5.1426 0.001 -0.001 0.001
H 2.2901 -1.8941 -2.9734 0.001 0.009 0.005
H 5.3440 -1.2789 0.7509 0.004 0.006 -0.007
H 6.7010 -0.2920 2.5487 -0.001 0.004 -0.001
H 5.7637 1.4943 3.9768 -0.002 -0.005 -0.002
H 3.4574 2.3026 3.5980 0.002 -0.004 -0.002
H 2.0889 1.3180 1.7975 -0.020 0.004 0.001
H -1.2232 -2.8585 2.4689 0.010 0.003 0.002
H -2.9621 -4.2277 3.5774 0.001 0.003 -0.001
H -4.1709 -5.9623 2.2982 0.001 0.002 0.002
H -3.6421 -6.3415 -0.0835 0.000 0.000 0.000
H -1.8971 -4.9968 -1.1934 -0.002 -0.005 -0.003
H 1.4106 -4.8646 -1.9021 0.000 0.002 -0.010
H 1.4996 -5.3160 -4.3177 -0.001 0.001 0.003
H 0.1174 -3.9930 -5.8809 -0.001 0.005 0.001
H -1.3778 -2.2217 -5.0155 0.004 -0.003 -0.002
H -1.4581 -1.7478 -2.5957 0.009 0.001 -0.001
```
Forces are in eV/Å.


Results for calculated total energy: -80869.4385, -244328.2025 (in eV, following the order of the records).
Results for M: 864.6, 918.9 (in g mol⁻¹, following the order of the records).
Results for maximum force: 0.5, 0.1 (in eV/A, following the order of the records).